Version w
DFT (ωB97M-V with the def2-TZVPD basis set) results for an isolated molecule of C2HF3N2O.

Element x y z (Å)
F (-0.8811, -2.1032, -0.7478)
C (-0.3152, -0.9932, -0.3695)
N (1.1824, -0.8506, -0.2853)
N (1.4860, 0.3334, 0.2056)
F (2.2260, 1.1776, -0.6994)
O (0.3687, 1.0397, 0.5940)
C (-0.8633, 0.3272, 0.2209)
F (-1.5345, 0.1739, 1.4084)
H (-1.6691, 0.8952, -0.3270)

Calculated values
E_HOMO (alpha / beta)	-10.00 / -10.00	eV
M	126.04	u
SMILES	FC1=NN(F)O[C@@H]1F

Version x
DFT (ωB97M-V with the def2-TZVPD basis set) results for an isolated molecule of C2HF3N2O.

Element x y z (Å)
H (-1.9366, 1.2350, -0.8312)
N (-2.2285, 0.3079, -0.4436)
N (-1.3737, -0.3189, 0.0751)
C (-0.0988, 0.2037, 0.6327)
O (0.0950, 1.0462, 1.4572)
C (1.1069, -0.4767, -0.0441)
F (2.0234, 0.4112, -0.3860)
F (1.6222, -1.4419, 0.7558)
F (0.7901, -0.9664, -1.2158)

Calculated values
E_HOMO	-9.83	eV
M	126.04	u
SMILES	[H]/N=N\C(=O)C(F)(F)F

Version y
DFT (ωB97M-V with the def2-TZVPD basis set) results for a cluster of 2 separate species, C2HF3N2O in total.

Element x y z (Å)
C (-1.2273, 1.3058, -0.2157)
C (-0.2661, -0.7000, 0.3812)
N (-2.2816, 0.8190, -0.6200)
N (-2.8373, -0.1711, -1.1595)
O (-0.9313, -1.4848, -0.2157)
F (-0.8779, 2.5040, 0.1255)
F (-0.4036, -0.4055, 1.7425)
F (-2.4309, -0.3479, -2.4348)
H (0.5059, -0.1340, 0.0682)

Calculated values
E_HOMO (alpha / beta)	-10.11 / -10.11	eV
M	126.04	u

Version z
DFT (ωB97M-V with the def2-TZVPD basis set) results for a cluster of 2 separate species, C2HF3N2O in total.

Element x y z (Å)
C (2.1179, -1.0490, -0.0926)
C (-2.1003, -0.0776, 0.0011)
N (1.5218, 0.0004, -0.1601)
N (1.3534, 1.1481, -0.5099)
O (-1.3724, -0.9968, -0.0241)
F (1.7038, -2.2207, 0.2591)
F (-1.6495, 1.1812, -0.0978)
F (1.6143, 2.0701, 0.5177)
H (-3.1890, -0.0557, 0.1066)

Calculated values
E_HOMO (alpha / beta)	-9.58 / -9.58	eV
M	126.04	u

Least stable structure: version w

Version w
DFT (ωB97M-V with the def2-TZVPD basis set) results for the ion C5H10NO2 with charge +1.

Element x y z (Å)
C (-0.9459, -0.5931, -0.1422)
C (-2.1078, -0.1390, -0.6351)
C (-0.2155, -0.3354, 1.1288)
C (0.9128, 0.2845, 0.3670)
C (2.0947, -0.5829, -0.0879)
N (-3.0247, 0.8182, -0.2318)
O (1.0389, 1.5308, 0.1066)
O (3.0056, 0.3792, -0.6212)
H (-0.4914, -1.6040, -0.6583)
H (-2.4699, -0.5690, -1.5315)
H (-0.7285, 0.4823, 1.5837)
H (-0.1581, -1.2353, 1.7878)
H (2.1196, -1.5181, -0.7119)
H (2.3276, -0.8609, 0.9444)
H (-3.9339, 0.9866, -0.6010)
H (-3.1223, 1.2082, 0.6752)
H (1.8460, 1.6219, -0.4757)
H (3.8529, 0.1260, -0.8968)

Calculated values
total charge	+1
E_HOMO (alpha / beta)	-12.68 / -12.68	eV
M	116.14	u

Version x
DFT (ωB97M-V with the def2-TZVPD basis set) results for a cluster of 2 separate species, C5H10NO2 in total.

Element x y z (Å)
C (0.8892, 0.4758, 1.8160)
C (-0.8553, -0.0123, -0.3035)
C (-0.5355, 0.8977, -1.3648)
C (-0.3321, 0.3432, -2.7959)
C (1.7056, -1.4891, 2.8771)
N (-1.9066, 0.8052, -0.9112)
O (0.9466, 1.6259, 1.9089)
O (0.8199, -0.7481, 1.9619)
H (-0.7829, -1.1409, -0.3021)
H (0.1136, 1.8201, -1.2057)
H (-0.9753, -0.5341, -2.8794)
H (0.7478, -0.1009, -2.9116)
H (-0.4250, 1.2339, -3.4178)
H (1.0066, -2.2351, 3.4665)
H (2.1847, -0.8117, 3.5637)
H (2.4667, -2.0029, 2.3106)
H (-2.6528, 0.3929, -1.4829)
H (-2.4152, 1.4804, -0.3299)

Calculated values
total charge	+1
E_HOMO	-11.25	eV
M	116.14	u

Least stable structure: version x